# 1
{
  "formula": "C4H11NO3",
  "method": "ωB97M-V/def2-TZVPD",
  "homo_ha": -0.375,
  "smiles": "C[C@@H](O)CC(N)=O.O",
  "gap_ev": 10.892,
  "e_tot_ha": -439.49349,
  "relative_energy_kj_mol": 85.15,
  "symbols": ["C", "C", "O", "C", "C", "N", "O", "H", "H", "H", "H", "H", "H", "H", "H", "H", "O", "H", "H"],
  "positions_angstrom": [[1.413, 2.150, 0.672], [0.750, 0.797, 0.567], [-0.656, 1.058, 0.714], [0.885, 0.387, -0.928], [0.243, -0.919, -1.253], [0.221, -1.265, -2.580], [-0.143, -1.764, -0.454], [1.522, 2.587, 1.662], [2.349, 2.238, 0.139], [0.757, 2.850, 0.151], [1.082, -0.053, 1.158], [-1.146, 0.238, 0.780], [0.424, 1.198, -1.484], [1.914, 0.326, -1.273], [0.455, -0.731, -3.401], [-0.233, -2.132, -2.817], [-3.634, -2.281, 2.944], [-3.126, -3.092, 2.834], [-3.079, -1.592, 2.569]],
  "forces_ev_per_angstrom": [[-0.18, 0.71, 0.28], [-0.77, -0.02, -2.24], [0.20, 0.23, 0.79], [0.14, 0.34, 0.69], [0.04, -1.48, -0.83], [-0.31, -0.22, -0.65], [-0.04, 0.94, 0.39], [0.06, -0.41, 0.25], [0.46, -0.37, 0.08], [-0.17, -0.07, -0.05], [0.15, 0.35, 0.55], [0.10, -0.43, -0.03], [-0.16, -0.01, -0.27], [0.29, -0.05, 0.12], [0.17, 0.57, 0.57], [0.02, -0.09, 0.37], [-0.02, -0.07, 0.03], [-0.01, 0.03, -0.01], [0.04, 0.03, -0.02]]
}

***

# 2
{
  "formula": "C8H18Br2FN4O2P",
  "method": "ωB97M-V/def2-TZVPD",
  "homo_ha": -0.320,
  "smiles": "CC[C@H](F)P/C(Br)=C(/C)Br.NC(N)=O.NC(N)=O",
  "gap_ev": 8.568,
  "e_tot_ha": -6274.26773,
  "relative_energy_kj_mol": 343.37,
  "symbols": ["C", "C", "C", "F", "P", "C", "Br", "C", "C", "Br", "H", "H", "H", "H", "H", "H", "H", "H", "H", "H", "N", "C", "N", "O", "H", "H", "H", "H", "N", "C", "N", "O", "H", "H", "H", "H"],
  "positions_angstrom": [[-1.507, 0.534, 3.287], [-0.492, 1.228, 2.175], [-0.248, 0.211, 0.895], [1.079, -0.447, 1.130], [-0.217, 1.343, -0.672], [0.492, 0.159, -2.044], [2.381, 0.388, -2.761], [-0.399, -0.961, -2.554], [0.221, -2.014, -3.695], [-2.286, -1.193, -1.839], [-1.206, 0.988, 4.345], [-2.627, 0.787, 2.990], [-1.420, -0.645, 3.262], [0.575, 1.470, 2.607], [-1.045, 2.177, 1.742], [-1.029, -0.659, 0.820], [-1.584, 1.697, -0.969], [1.299, -2.308, -3.283], [0.362, -1.497, -4.736], [-0.423, -2.992, -3.720], [-2.947, 0.721, 7.801], [-3.161, 1.437, 6.683], [-4.399, 1.316, 6.170], [-2.302, 2.141, 6.175], [-3.642, 0.136, 8.234], [-2.028, 0.784, 8.219], [-4.602, 1.839, 5.329], [-5.120, 0.742, 6.574], [4.503, -0.729, -5.386], [4.033, -0.876, -6.638], [4.973, -1.155, -7.559], [2.849, -0.766, -6.916], [5.475, -0.816, -5.138], [3.829, -0.518, -4.663], [4.661, -1.274, -8.514], [5.953, -1.250, -7.350]],
  "forces_ev_per_angstrom": [[0.46, 0.31, -0.25], [-0.85, -1.09, -0.66], [-0.19, -0.35, 1.36], [-2.48, 1.35, -0.90], [2.61, -0.22, -0.09], [-4.60, -3.76, -1.12], [-2.48, -0.14, 1.08], [4.37, 2.57, -0.03], [0.01, 0.04, 1.46], [2.34, 0.18, -1.00], [-1.10, -1.18, -2.25], [2.38, -0.40, 0.82], [0.05, 2.47, 0.21], [-2.28, -0.33, -0.92], [1.41, -1.63, 1.02], [1.61, 1.63, 0.32], [0.41, -1.14, 0.04], [-2.35, 0.68, -0.92], [-0.50, -0.98, 2.04], [1.17, 2.08, -0.18], [0.66, -0.62, 1.21], [0.57, 0.47, -0.31], [-1.22, 0.15, -0.90], [0.03, 0.04, 0.01], [0.14, 0.12, -0.09], [-0.38, -0.04, -0.15], [0.06, -0.22, 0.34], [0.15, 0.12, -0.08], [0.16, 0.21, 1.42], [-0.82, 0.11, -0.10], [0.73, -0.33, -1.37], [-0.06, -0.03, -0.02], [-0.19, 0.01, -0.07], [0.24, -0.13, -0.29], [0.15, 0.05, 0.38], [-0.21, 0.03, -0.03]]
}

***

# 3
{
  "formula": "C4H6N2O",
  "method": "ωB97M-V/def2-TZVPD",
  "homo_ha": -0.375,
  "smiles": "[H]/N=C(/C#C)NOC",
  "gap_ev": 10.639,
  "e_tot_ha": -340.54855,
  "relative_energy_kj_mol": 646.82,
  "symbols": ["H", "N", "C", "C", "C", "N", "O", "C", "H", "H", "H", "H", "H"],
  "positions_angstrom": [[-2.229, 1.461, -0.225], [-1.872, 1.191, 0.665], [-0.848, 0.541, 0.370], [-0.014, -0.105, 1.376], [0.481, -0.725, 2.342], [-0.044, 0.776, -0.808], [0.302, -0.577, -1.274], [1.601, -0.913, -1.571], [0.818, -1.476, 3.020], [-0.764, 1.080, -1.390], [1.472, -1.932, -2.394], [2.006, 0.042, -2.134], [2.366, -1.114, -0.791]],
  "forces_ev_per_angstrom": [[-0.97, 1.21, -0.80], [-1.02, -0.91, 0.26], [4.22, 0.74, 1.49], [0.96, -2.75, 4.19], [-2.04, 1.93, -4.10], [0.67, -2.39, 1.43], [-2.35, -0.21, 0.80], [1.78, 0.50, -4.07], [0.25, 0.32, 0.18], [-0.87, 0.64, -2.62], [0.62, 3.24, 2.62], [-0.19, -2.12, 0.52], [-1.07, -0.21, 0.11]]
}